1.
{
  "formula": "C3H3Br2N",
  "method": "ωB97M-V/def2-TZVPD",
  "elements": ["Br", "Br", "N", "C", "C", "C", "H", "H", "H"],
  "positions_angstrom": [[-1.49559, -1.70918, 0.47280], [-1.46831, 1.42913, 0.95273], [-0.66004, 0.46474, -1.87410], [-0.60631, 0.86683, -2.98020], [0.96325, -0.21544, 0.68263], [-0.56501, -0.12994, 0.60139], [1.33128, -1.23057, 0.54394], [1.29151, 0.06587, 1.68049], [1.20924, 0.45857, -0.07967]],
  "lowdin_charge": [0.680, 0.694, 0.000, 0.080, -0.212, -1.401, 0.063, 0.070, 0.027],
  "max_force_ev_per_a": 2.6,
  "lumo_energy_ev": [0.76, -4.59],
  "multiplicity": 3,
  "e_tot_ha": -5318.67814
}



2.
{
  "formula": "C3H3Br3O",
  "method": "ωB97M-V/def2-TZVPD",
  "elements": ["Br", "Br", "Br", "O", "C", "C", "C", "H", "H", "H"],
  "positions_angstrom": [[-2.85040, -0.86677, -0.70356], [-2.24905, -2.03470, 2.10813], [-0.67568, 1.11190, 1.27021], [0.76162, 2.33019, -0.76536], [1.29063, 0.02000, -0.56805], [0.64440, 1.26326, -0.30067], [-1.49662, -1.23962, 0.56610], [0.64797, -0.89955, -0.70981], [1.84730, -0.05558, 0.30424], [2.07984, 0.37089, -1.20124]],
  "lowdin_charge": [0.517, 0.523, 0.684, 0.094, -0.071, -0.738, -1.287, 0.107, 0.072, 0.099],
  "max_force_ev_per_a": 3.0,
  "lumo_energy_ev": [0.55, -2.26],
  "multiplicity": 3,
  "e_tot_ha": -7913.21534
}



3.
{
  "formula": "C3H3Br9",
  "method": "ωB97M-V/def2-TZVPD",
  "elements": ["Br", "Br", "Br", "Br", "Br", "Br", "Br", "Br", "Br", "C", "C", "C", "H", "H", "H"],
  "positions_angstrom": [[-3.32555, 1.34054, -4.13987], [5.94828, -4.07058, 5.30005], [-5.42669, 2.54862, -6.32879], [-6.44818, 0.89489, -3.70334], [-2.21992, 2.15780, 2.25959], [0.08334, 3.94313, 0.69392], [6.86848, -3.73361, 2.11812], [3.71885, -3.79294, 2.85852], [0.82005, 1.39220, 2.66853], [5.46941, -3.25290, 3.46441], [-4.98238, 0.96402, -5.03093], [-0.43255, 2.22635, 1.34530], [-0.47873, 1.56848, 0.47745], [-4.93912, -0.01413, -5.50997], [5.34471, -2.17188, 3.52701]],
  "lowdin_charge": [0.554, 0.459, 0.429, 0.506, 0.490, 0.594, 0.503, 0.552, 0.489, -1.483, -1.470, -1.542, -0.031, -0.018, -0.031],
  "max_force_ev_per_a": 2.2,
  "lumo_energy_ev": -0.61,
  "e_tot_ha": -23282.16494
}



4.
{
  "formula": "C3H3BrClI",
  "method": "ωB97M-V/def2-TZVPD",
  "elements": ["I", "Br", "Cl", "C", "C", "C", "H", "H", "H"],
  "positions_angstrom": [[-0.95190, -2.86882, -0.39811], [-0.93138, 2.14823, -0.65758], [-3.47555, 0.84680, 0.51059], [-2.23431, 0.69060, -0.56690], [-0.55114, -1.10907, 0.47050], [0.28277, -0.46416, 1.24099], [-2.55379, 0.44967, -1.58633], [0.76588, -0.85114, 2.05580], [0.27579, 0.57576, 1.10899]],
  "lowdin_charge": [0.856, 0.574, 0.589, -1.118, -0.770, -0.132, -0.003, 0.031, -0.027],
  "max_force_ev_per_a": 2.6,
  "lumo_energy_ev": [-0.53, -0.35],
  "e_tot_ha": -3447.83126
}



5.
{
  "formula": "C3H3BrF2",
  "method": "ωB97M-V/def2-TZVPD",
  "elements": ["Br", "F", "F", "C", "C", "C", "H", "H", "H"],
  "positions_angstrom": [[-0.55154, 3.26751, 1.53222], [-2.16090, 1.17515, 1.71651], [-2.64508, 2.20602, -0.04556], [0.39336, 0.01998, 0.41788], [-0.52699, 0.84751, -0.10946], [-1.56261, 1.80406, 0.70360], [1.16535, -0.47093, -0.12965], [0.65903, -0.10284, 1.45235], [-0.70580, 0.89860, -1.26667]],
  "lowdin_charge": [0.732, 0.015, 0.014, -0.014, -0.124, -0.893, 0.054, 0.066, 0.148],
  "max_force_ev_per_a": 11.7,
  "lumo_energy_ev": [0.75, -3.00],
  "multiplicity": 3,
  "e_tot_ha": -2889.65727
}



6.
{
  "formula": "C3H3BrF2O",
  "method": "ωB97M-V/def2-TZVPD",
  "elements": ["Br", "F", "F", "O", "C", "C", "C", "H", "H", "H"],
  "positions_angstrom": [[2.22931, 1.25385, 0.33655], [-0.08851, -1.36962, -1.12713], [-1.11090, -1.48245, 0.75750], [2.27788, -1.28672, 1.07808], [1.57470, -0.42490, 0.70055], [-0.37476, -0.64447, 0.01022], [-1.01450, 0.69997, -0.34696], [-0.20519, 1.21707, -0.91059], [-1.42311, 1.51403, 0.36045], [-1.86492, 0.52325, -0.85867]],
  "lowdin_charge": [0.810, 0.046, 0.091, 0.019, -0.743, -0.405, -0.031, 0.049, 0.128, 0.035],
  "max_force_ev_per_a": 4.0,
  "lumo_energy_ev": 0.27,
  "e_tot_ha": -2965.02425
}



7.
{
  "formula": "C3H3BrO",
  "method": "ωB97M-V/def2-TZVPD",
  "elements": ["Br", "O", "C", "C", "C", "H", "H", "H"],
  "positions_angstrom": [[2.60991, 1.44088, 2.21070], [-0.94532, 0.93122, -0.28926], [-0.01638, -0.88001, -0.17262], [0.31119, 0.47251, -0.23469], [-1.32701, -0.44319, -0.31619], [0.44302, -1.80326, -0.17971], [-2.24997, -0.69519, -0.79129], [1.17455, 0.97705, -0.22694]],
  "lowdin_charge": [-0.028, -0.003, -0.014, -0.146, -0.018, 0.076, 0.114, 0.019],
  "max_force_ev_per_a": 3.7,
  "lumo_energy_ev": [-0.76, -3.49],
  "e_tot_ha": -2765.17886
}



8.
{
  "formula": "C3H3BrO",
  "method": "ωB97M-V/def2-TZVPD",
  "elements": ["Br", "O", "C", "C", "C", "H", "H", "H"],
  "positions_angstrom": [[-3.86730, 0.15845, -0.37229], [-2.09081, -2.13245, 0.33636], [-1.94872, -1.02429, -0.01919], [0.29023, -0.21540, 0.25976], [-0.90080, -0.11035, -0.32477], [0.71340, -0.85893, 0.95128], [-1.01404, 0.68232, -1.11443], [0.87566, 0.57775, -0.10124]],
  "lowdin_charge": [0.289, 0.126, -0.559, 0.100, -0.201, 0.067, 0.121, 0.058],
  "max_force_ev_per_a": 3.1,
  "lumo_energy_ev": -0.81,
  "e_tot_ha": -2765.31786,
  "smiles": "C=CC(=O)Br"
}



9.
{
  "formula": "C3H3BrO",
  "method": "ωB97M-V/def2-TZVPD",
  "elements": ["Br", "O", "C", "C", "C", "H", "H", "H"],
  "positions_angstrom": [[2.89996, -0.72528, 0.00540], [2.50851, 3.04814, 0.21060], [1.44416, 0.40503, 0.31693], [0.12449, -0.09408, 0.07152], [1.91028, 2.37504, -0.48419], [0.14082, -0.13222, -0.95178], [-0.16266, -1.15553, 0.26603], [-0.62894, 0.62808, 0.34370]],
  "lowdin_charge": [0.686, 0.024, -0.630, -0.234, -0.086, 0.053, 0.108, 0.079],
  "max_force_ev_per_a": 3.3,
  "lumo_energy_ev": [-0.78, -0.78],
  "e_tot_ha": -2765.21491
}



10.
{
  "formula": "C3H3BrO2",
  "method": "ωB97M-V/def2-TZVPD",
  "elements": ["Br", "O", "O", "C", "C", "C", "H", "H", "H"],
  "positions_angstrom": [[-3.58858, -0.56202, 0.19536], [-3.85473, 1.97794, -0.75218], [-0.92961, -0.20746, 0.96250], [-0.13243, -0.11662, -0.23923], [-3.21306, 1.23987, -0.09216], [-0.44960, 0.93754, 0.73781], [0.09810, 1.69245, 1.43346], [-0.68010, -0.12748, -1.15928], [0.67424, -0.77563, -0.24776]],
  "lowdin_charge": [0.764, -0.018, -0.146, -0.087, -0.659, -0.163, 0.139, 0.085, 0.084],
  "max_force_ev_per_a": 4.8,
  "lumo_energy_ev": [0.42, -0.99],
  "e_tot_ha": -2840.40475
}



11.
{
  "formula": "C3H3BrO2",
  "method": "ωB97M-V/def2-TZVPD",
  "elements": ["Br", "O", "O", "C", "C", "C", "H", "H", "H"],
  "positions_angstrom": [[2.33773, 0.91873, -0.15611], [-0.20672, -2.09576, -0.27528], [-0.61747, 1.11736, 0.76593], [0.37047, -1.29200, 0.48078], [0.16779, 0.12669, 0.30174], [-0.79191, 0.86931, -0.55790], [0.76854, -1.62600, 1.49843], [-0.29169, 1.58579, -1.15390], [-1.73675, 0.39590, -0.90368]],
  "lowdin_charge": [0.622, 0.006, 0.006, -0.310, -0.543, -0.137, 0.137, 0.076, 0.141],
  "max_force_ev_per_a": 4.1,
  "lumo_energy_ev": [0.62, -4.38],
  "multiplicity": 3,
  "e_tot_ha": -2840.37722
}



12.
{
  "formula": "C3H3Cl2FOS",
  "method": "ωB97M-V/def2-TZVPD",
  "elements": ["Cl", "Cl", "S", "F", "O", "C", "C", "C", "H", "H", "H"],
  "positions_angstrom": [[1.65285, -0.95763, -2.43206], [0.37953, 1.61215, -2.47263], [1.14562, 0.17801, 0.76614], [-0.85860, -0.44497, -2.74543], [-1.23766, -0.72593, -0.26972], [-0.15118, 0.21513, 2.17098], [0.13452, -0.04808, -1.99423], [-0.12022, -0.39552, -0.52024], [-0.89272, 0.99920, 2.13634], [0.49811, 0.26635, 3.06908], [-0.55025, -0.69871, 2.29176]],
  "lowdin_charge": [0.615, 0.698, 0.838, -0.008, 0.079, -0.318, -1.263, -0.711, 0.048, 0.041, -0.019],
  "max_force_ev_per_a": 4.1,
  "lumo_energy_ev": 0.00,
  "e_tot_ha": -1609.75645,
  "smiles": "CSC(=O)C(F)(Cl)Cl"
}



13.
{
  "formula": "C3H3Cl2N3",
  "method": "ωB97M-V/def2-TZVPD",
  "elements": ["Cl", "Cl", "N", "N", "N", "C", "C", "C", "H", "H", "H"],
  "positions_angstrom": [[3.12964, 0.54813, -0.03648], [0.20814, 2.55257, -0.05233], [1.09753, -1.19412, -0.04524], [-0.23958, -1.33929, -0.04306], [-2.06000, 0.18994, -0.12154], [1.49243, 0.08712, -0.04819], [0.34351, 0.84756, -0.04764], [-0.70533, -0.09669, -0.05304], [-2.63731, -0.61802, 0.15429], [1.71362, -2.03967, -0.07104], [-2.34264, 1.06247, 0.36426]],
  "lowdin_charge": [0.715, 0.680, -0.056, 0.074, 0.095, -0.767, -0.665, -0.448, 0.101, 0.178, 0.093],
  "max_force_ev_per_a": 2.2,
  "lumo_energy_ev": 0.79,
  "e_tot_ha": -1200.76524,
  "smiles": "Nc1n[nH]c(Cl)c1Cl"
}



14.
{
  "formula": "C3H3Cl2NO2S",
  "method": "ωB97M-V/def2-TZVPD",
  "elements": ["Cl", "Cl", "S", "O", "O", "N", "C", "C", "C", "H", "H", "H"],
  "positions_angstrom": [[-1.30202, -0.35368, -1.94944], [-2.92556, 0.50594, 0.41920], [-1.18239, -1.68404, 0.71018], [-0.30046, 2.80976, -0.96124], [-0.34305, -2.65816, 0.00389], [0.45448, 0.85783, 0.13780], [-1.62899, -0.40847, -0.28832], [0.16328, 1.87037, -0.48763], [1.49232, 0.01073, 0.45229], [2.45520, 0.42694, 0.78914], [1.27352, -0.59497, 1.34659], [1.84365, -0.78225, -0.17246]],
  "lowdin_charge": [0.718, 0.602, 0.828, 0.175, -0.572, -0.005, -1.467, -0.363, -0.161, 0.096, 0.070, 0.078],
  "max_force_ev_per_a": 4.1,
  "lumo_energy_ev": [-0.77, -0.77],
  "e_tot_ha": -1639.83530
}



15.
{
  "formula": "C3H3Cl2NO4S",
  "method": "ωB97M-V/def2-TZVPD",
  "elements": ["Cl", "Cl", "S", "O", "O", "O", "O", "N", "C", "C", "C", "H", "H", "H"],
  "positions_angstrom": [[0.85431, 2.16795, 0.44540], [-3.12857, -0.03155, 0.56034], [-1.94407, 1.55478, 0.18651], [-0.05447, -1.39536, -0.26539], [-2.05236, 2.48274, 1.25052], [-0.57937, -1.73041, -2.38507], [-2.19527, 2.02927, -1.14097], [-0.07971, 0.33941, -1.61796], [-0.34645, -0.95896, -1.48140], [-0.20928, 0.93842, 0.30071], [0.24084, -0.42877, 0.69953], [-0.55814, 0.85719, -2.44533], [-0.40866, -0.76323, 1.68418], [1.38498, -0.41642, 0.94090]],
  "lowdin_charge": [0.867, 0.487, 0.295, 0.008, -0.337, 0.104, -0.322, 0.154, -0.716, -0.803, -0.241, 0.163, 0.180, 0.161],
  "max_force_ev_per_a": 6.1,
  "lumo_energy_ev": -1.16,
  "e_tot_ha": -1790.29641
}



16.
{
  "formula": "C3H3Cl3O3S",
  "method": "ωB97M-V/def2-TZVPD",
  "elements": ["Cl", "Cl", "Cl", "S", "O", "O", "O", "C", "C", "C", "H", "H", "H"],
  "positions_angstrom": [[0.24789, -2.35874, -0.83148], [0.33373, 0.05257, 2.23867], [2.50744, -1.20677, 0.66859], [0.67261, 1.39573, -0.50929], [1.79996, 2.07288, -0.03574], [1.28043, -0.06974, -1.32092], [-0.31476, 2.09615, -1.23826], [0.98184, -0.86950, -0.30544], [-1.61868, -0.28377, 0.30924], [-0.06180, -0.01164, 0.49999], [-1.79030, -0.24799, -0.82031], [-2.26294, 0.59457, 0.61389], [-1.77543, -1.16374, 0.73105]],
  "lowdin_charge": [0.743, 0.664, 0.599, 0.716, -0.219, -0.226, -0.228, -1.349, -0.097, -0.832, 0.108, 0.114, 0.006],
  "max_force_ev_per_a": 7.4,
  "lumo_energy_ev": 0.28,
  "e_tot_ha": -2120.53039
}



17.
{
  "formula": "C3H3ClF3O4P",
  "method": "ωB97M-V/def2-TZVPD",
  "elements": ["Cl", "P", "F", "F", "F", "O", "O", "O", "O", "C", "C", "C", "H", "H", "H"],
  "positions_angstrom": [[0.50006, 0.80610, -0.79047], [3.13214, -0.15909, 0.32345], [-3.29590, 1.41401, 0.47923], [-5.42313, 0.42091, 0.43429], [-3.98687, 0.55266, -1.40098], [3.59889, 1.17763, 0.87787], [3.56483, -1.49392, 0.84055], [3.48770, -0.11511, -1.27630], [-2.40957, -1.74454, 0.42811], [-2.58660, -0.70153, -0.17564], [1.30852, -0.23088, 0.32449], [-3.64257, 0.25517, -0.09948], [3.71382, 0.81399, -1.47615], [1.15616, 0.36930, 1.27516], [0.88251, -1.36471, 0.23587]],
  "lowdin_charge": [0.509, 0.139, 0.052, -0.428, -0.010, -0.428, -0.404, -0.247, -0.039, -0.181, -0.743, -0.412, 0.046, 0.039, 0.107],
  "max_force_ev_per_a": 3.9,
  "lumo_energy_ev": [5.85, 5.85],
  "e_tot_ha": -1518.25609,
  "charge": -2
}



18.
{
  "formula": "C3H3ClFN3",
  "method": "ωB97M-V/def2-TZVPD",
  "elements": ["Cl", "F", "N", "N", "N", "C", "C", "C", "H", "H", "H"],
  "positions_angstrom": [[-1.73627, 0.17764, -0.72063], [-0.30526, 1.51892, 0.90990], [1.44955, -1.14284, -0.08826], [0.03910, -1.31467, 1.79092], [1.79094, -0.19957, -1.00187], [0.39212, -0.75069, 0.72129], [-0.14873, 0.51594, 0.01780], [0.91534, 0.73043, -0.99821], [2.15132, -1.78345, 0.20921], [0.96293, 1.55935, -1.66496], [-0.75974, -0.84058, 2.16661]],
  "lowdin_charge": [0.714, 0.023, 0.031, 0.176, 0.078, -0.404, -0.787, -0.135, 0.141, 0.113, 0.050],
  "max_force_ev_per_a": 0.9,
  "lumo_energy_ev": 0.00,
  "e_tot_ha": -840.40532,
  "smiles": "[H]/N=C1/NN=C[C@@]1(F)Cl"
}



19.
{
  "formula": "C3H3ClN2OS",
  "method": "ωB97M-V/def2-TZVPD",
  "elements": ["Cl", "S", "O", "N", "N", "C", "C", "C", "H", "H", "H"],
  "positions_angstrom": [[1.92949, -1.07171, -1.68482], [-1.79696, 2.25464, 0.94112], [-0.92070, -0.21551, 0.96892], [0.46996, -2.09355, 1.24279], [-0.21764, 0.65352, -0.77387], [0.09844, -1.05730, 0.43542], [0.73977, -0.39743, -0.59206], [-1.00338, 0.96630, 0.34699], [0.53208, 1.47430, -1.17118], [1.14171, -1.87323, 2.26261], [0.86680, -2.72130, 0.31682]],
  "lowdin_charge": [0.676, 0.673, -0.005, 0.032, 0.012, -0.447, -0.634, -0.931, 0.228, 0.229, 0.167],
  "max_force_ev_per_a": 8.9,
  "lumo_energy_ev": -0.12,
  "e_tot_ha": -1159.11485,
  "smiles": "Nc1oc(=S)[nH]c1Cl"
}



20.
{
  "formula": "C3H3ClN2OS",
  "method": "ωB97M-V/def2-TZVPD",
  "elements": ["Cl", "S", "O", "N", "N", "C", "C", "C", "H", "H", "H"],
  "positions_angstrom": [[-1.42159, -0.38209, 2.50052], [0.44881, 2.36460, 1.46890], [0.56854, 0.56801, -0.65130], [0.29579, -1.25081, -2.18276], [-0.71107, -1.13636, -0.01928], [-0.67561, -0.20331, 0.99213], [0.06626, -0.65220, -1.07662], [0.09717, 0.82920, 0.61874], [1.80130, 2.43355, 1.19774], [0.77993, -0.57781, -2.77756], [-1.24953, -1.99278, -0.07052]],
  "lowdin_charge": [0.733, 0.790, 0.024, 0.127, 0.111, -0.771, -0.456, -0.673, -0.102, 0.053, 0.162],
  "max_force_ev_per_a": 1.6,
  "lumo_energy_ev": 0.53,
  "e_tot_ha": -1159.22566,
  "smiles": "[H]/N=c1/[nH]c(Cl)c(S)o1"
}